The following is a quantum chemistry calculation of a molecular structure, C30H38CrN9O5S2 in a non-equilibrium geometry, from the Open Molecules 2025 dataset.

```
85
Properties=species:S:1:pos:R:3:forces:R:3
Cr 0.52828 0.53802 0.10358 -0.6 1.1 1.7
C 0.64118 2.09572 2.85098 0.4 0.4 -0.7
C 0.95648 2.69042 1.63058 0.1 -0.3 0.7
C -0.16902 2.53332 0.74098 0.0 -0.2 0.0
C -1.16482 1.78662 1.46348 -0.2 0.1 0.9
C -0.66312 1.52932 2.75098 -0.5 0.0 -0.9
C -1.37292 0.86752 3.88628 0.1 0.1 -0.2
C -2.58902 1.65652 1.01248 0.2 -0.1 0.1
C -0.55922 3.63642 -0.20502 0.0 -0.3 0.0
C 2.17868 3.48512 1.31368 -0.1 -0.1 0.0
C 1.43358 2.20442 4.11518 -0.1 0.0 -0.2
H -1.44092 1.55382 4.73188 0.0 0.0 0.1
H -0.82222 -0.01228 4.22458 0.0 -0.1 0.1
H -2.38222 0.57612 3.60158 0.0 0.0 0.0
H -3.13172 2.58232 1.21598 -0.1 0.0 -0.1
H -3.09822 0.84882 1.53478 -0.1 0.0 0.0
H -2.64472 1.46352 -0.05812 -0.1 0.0 -0.1
H -1.04732 4.42232 0.37418 0.0 0.1 0.0
H -1.25832 3.30542 -0.96752 -0.1 0.0 -0.1
H 0.30768 4.07532 -0.68762 0.1 0.1 -0.1
H 1.95898 4.55142 1.36478 0.1 0.1 0.0
H 2.53438 3.26132 0.31038 0.1 0.1 -0.1
H 2.98028 3.27122 2.01618 0.1 0.0 0.0
H 1.19628 3.14852 4.60978 0.0 0.0 0.1
H 2.50418 2.20562 3.91778 0.1 -0.1 0.1
H 1.19078 1.39912 4.80448 0.1 -0.1 0.1
O 1.49378 -0.78368 -1.17762 1.8 0.3 -0.9
N 2.43208 0.05202 -1.37912 -1.3 -1.2 0.3
O 2.22848 1.07752 -0.65822 0.5 0.2 -0.2
S -1.19632 -1.48798 1.21078 0.3 -0.2 -0.1
C -2.80822 -1.78078 1.58838 -0.1 -0.1 0.2
N -3.11542 -2.08668 2.89058 0.0 0.1 -0.4
C -4.35672 -2.40288 3.32168 -0.4 -0.1 0.0
C -5.40252 -2.42678 2.45138 0.1 0.0 -0.1
C -5.15692 -2.11298 1.09508 0.1 0.0 0.3
C -3.89532 -1.79688 0.67878 0.0 0.0 0.1
H -2.33682 -2.09048 3.53978 -0.1 0.0 -0.1
H -4.46862 -2.62398 4.37298 0.1 0.0 0.0
H -6.39322 -2.68528 2.78488 0.0 0.0 0.1
H -5.97602 -2.13018 0.39208 0.0 0.0 -0.1
H -3.69202 -1.56798 -0.35442 0.0 0.0 -0.1
C 3.54878 -0.62998 1.32968 0.3 0.2 -0.1
N 4.48488 -1.48348 2.03718 0.2 0.1 -0.1
C 4.30598 -2.85568 1.57008 0.1 -0.1 -0.1
N 2.94308 -3.31738 1.80558 0.0 -0.2 -0.1
C 2.02258 -2.43958 1.10708 -0.2 -0.4 -0.3
N 2.14038 -1.02858 1.54768 -0.3 0.3 -0.3
C 1.90658 -1.01628 3.00228 -0.2 0.1 0.4
N 2.82118 -1.87728 3.73578 0.0 0.0 0.1
C 4.18468 -1.43168 3.46098 0.1 0.1 0.2
C 2.67298 -3.24058 3.23458 -0.1 -0.2 0.1
H 3.77988 -0.69218 0.26268 0.0 0.0 0.2
H 3.67598 0.40392 1.66668 0.0 0.0 -0.1
H 5.00268 -3.50768 2.10388 0.0 0.0 -0.1
H 4.52268 -2.90418 0.49908 0.0 0.0 0.1
H 1.00298 -2.78008 1.29948 0.1 0.0 0.0
H 2.21368 -2.49288 0.03318 0.0 0.0 0.2
H 0.88348 -1.35568 3.18678 0.0 0.1 -0.1
H 2.03088 0.00192 3.36578 -0.1 -0.1 -0.1
H 4.89068 -2.06678 4.00208 0.0 0.0 0.0
H 4.29838 -0.40148 3.81158 0.0 -0.1 0.0
H 1.65088 -3.58048 3.42538 0.0 0.0 0.0
H 3.36498 -3.89668 3.76778 0.0 0.0 0.0
O -2.27972 -2.66338 -8.85682 -0.2 -0.2 -0.2
S -3.03212 -1.76768 -8.00902 0.9 1.1 0.2
O -3.43732 -2.30338 -6.72892 -0.2 -0.2 0.1
O -3.99672 -0.90228 -8.65972 -0.3 -0.3 -0.1
C -1.74912 -0.49628 -7.55572 -1.8 -1.8 -0.5
N -1.07742 0.05032 -8.53872 0.9 0.8 -0.8
C -0.19662 0.97802 -8.19442 -0.2 -0.2 0.0
C 0.02128 1.33392 -6.87112 -0.1 0.0 0.7
C -0.75132 0.68182 -5.90502 -0.1 -0.2 -1.6
N -1.65322 -0.23048 -6.28692 0.7 0.7 1.7
C -0.63042 0.87562 -4.46452 0.1 0.0 0.9
C -1.37892 0.06952 -3.59472 0.1 0.3 -0.2
C -1.17572 0.16062 -2.23822 -0.2 -0.3 0.0
N -0.27762 0.98662 -1.68192 -0.2 0.1 -0.6
C 0.37988 1.81182 -2.50912 0.1 0.3 -0.1
C 0.23928 1.79412 -3.87702 -0.2 -0.2 0.1
H 0.34848 1.44412 -9.00552 0.1 0.1 0.0
H 0.75538 2.08102 -6.61932 0.1 0.1 0.0
H -2.08482 -0.62918 -4.01352 -0.1 -0.1 -0.1
H -1.70952 -0.47838 -1.54652 0.0 -0.1 0.0
H 1.08388 2.48962 -2.05072 0.0 0.0 0.0
H 0.83138 2.47732 -4.46102 0.1 0.1 -0.1
```
Positions in Å, forces in eV/Å.

Output
Net charge = 0
2S+1 = 4
Kohn-Sham gap (spin up / spin down) = 0.191 / 0.207 Eh

Here are the Mulliken charges for atoms 1 to 5, given in e: atom 1 (Cr): 1.273, atom 2 (C): 0.333, atom 3 (C): 0.174, atom 4 (C): 1.019, atom 5 (C): 0.523

=====

The following is a quantum chemistry calculation of a molecular structure, C30H38F3N4O2ReSSi, from the Open Molecules 2025 dataset.

```
80
Properties=species:S:1:pos:R:3:forces:R:3
Re 0.39494 1.01387 0.24438 0.0 0.6 0.0
O 0.79377 4.78918 -1.27374 0.0 0.1 0.1
C 1.10682 3.72916 -0.81432 -0.2 -0.2 0.2
N 0.61212 3.09315 0.32493 0.0 0.2 0.3
C -0.08692 3.80754 1.29000 0.1 -0.3 -0.3
O -0.09923 4.99438 1.45692 0.0 0.2 0.0
C -0.84565 2.87642 2.19697 0.0 -0.2 -0.2
C -1.59345 3.36449 3.23835 -0.1 0.1 0.1
C -2.31025 2.47651 4.02825 0.0 0.1 0.1
C -2.23745 1.12457 3.74814 0.0 -0.1 0.0
C -1.46302 0.69726 2.68864 0.1 0.1 0.0
N -0.77951 1.55227 1.91672 0.0 0.1 0.2
C 2.17778 2.86246 -1.40051 -0.1 -0.3 0.2
C 3.15871 3.42600 -2.17283 0.1 0.0 -0.1
C 4.28798 2.67399 -2.46903 0.0 0.1 -0.1
C 4.38468 1.40160 -1.94699 0.1 0.0 0.0
C 3.32946 0.88720 -1.21538 -0.2 0.1 0.0
N 2.21033 1.57415 -0.96108 0.1 0.2 -0.2
H -1.59260 4.43363 3.40130 0.0 0.0 0.0
H -2.91869 2.83612 4.84789 0.0 0.0 0.0
H -2.78110 0.39140 4.32760 0.0 0.0 0.0
H -1.39497 -0.34078 2.42703 0.0 -0.1 0.0
H 3.03480 4.45358 -2.48591 0.0 0.0 0.0
H 5.08659 3.08896 -3.07027 0.0 0.0 0.0
H 5.25716 0.78470 -2.11168 0.0 0.0 0.0
H 3.37330 -0.11020 -0.83384 0.0 0.0 -0.1
F -4.15463 0.46571 1.20130 0.1 -0.1 0.0
C -4.61141 0.86950 -0.00426 0.1 0.2 -0.1
F -4.46647 -0.15360 -0.85641 0.0 0.0 0.0
F -5.92259 1.08933 0.13523 0.0 -0.1 0.0
C -3.89134 2.11520 -0.46203 0.0 -0.1 0.1
C -4.61048 3.29398 -0.56595 -0.1 0.1 0.0
C -3.96676 4.45989 -0.93951 -0.1 0.0 0.0
C -2.61026 4.39891 -1.19178 0.3 -0.1 0.0
N -1.90765 3.26571 -1.11021 -0.1 -0.1 0.0
C -2.52088 2.14895 -0.75539 0.0 0.0 -0.1
S -1.56382 0.60939 -0.82647 -0.3 0.0 -0.2
H -5.66948 3.29283 -0.34999 0.0 0.0 0.0
H -4.50571 5.39246 -1.03234 0.0 0.0 0.0
H -2.04502 5.27984 -1.47433 0.0 0.0 0.0
C 2.86161 -0.61285 1.51191 0.1 0.0 0.2
C 1.94215 -1.81942 1.26433 0.2 -0.5 0.0
C 1.26072 -2.05490 2.61850 0.3 0.1 0.2
C 2.81622 -3.04553 0.93322 0.2 0.1 0.4
Si 0.64137 -1.60485 -0.17018 -0.1 -0.2 0.0
C 1.24927 -2.12794 -1.96460 0.0 0.2 -0.1
C 1.24760 -3.65107 -2.18841 0.0 0.0 -0.2
C 0.29972 -1.45207 -2.97904 0.0 -0.1 -0.1
C 2.64413 -1.68914 -2.43763 0.0 -0.1 -0.1
C -0.87807 -2.83487 0.20585 -0.2 0.2 0.0
C -1.87652 -2.93332 -0.97075 0.0 -0.1 0.0
C -1.78007 -2.41333 1.37918 0.0 -0.1 0.0
C -0.40688 -4.27084 0.53165 -0.1 0.0 0.0
H 3.31220 -0.69728 2.50741 0.0 0.0 -0.1
H 2.36018 0.37750 1.53571 0.0 -0.1 0.0
H 3.69057 -0.54435 0.81701 0.0 0.0 0.0
H 2.03622 -2.21242 3.38005 -0.1 0.0 -0.1
H 0.61958 -2.92160 2.64617 -0.1 -0.1 0.0
H 0.68618 -1.18424 2.94504 -0.1 0.0 0.0
H 3.55619 -3.22257 1.72759 -0.1 0.1 0.0
H 3.37295 -2.91686 0.00762 0.0 0.0 -0.1
H 2.22224 -3.95385 0.84636 0.0 0.0 0.0
H 0.29824 -4.13657 -2.00867 -0.1 0.0 0.0
H 2.00651 -4.15009 -1.58151 0.0 0.0 0.0
H 1.50228 -3.83906 -3.23785 0.0 0.0 0.1
H -0.73349 -1.77859 -2.91046 0.0 0.0 0.0
H 0.64658 -1.68240 -3.99362 0.0 0.0 0.0
H 0.30523 -0.36446 -2.87283 0.1 0.0 0.0
H 3.46379 -1.96029 -1.77010 0.0 0.0 0.0
H 2.67678 -0.62658 -2.65051 0.0 -0.1 -0.1
H 2.84641 -2.18606 -3.39286 0.0 0.0 0.1
H -2.28515 -1.96670 -1.25775 0.0 0.1 0.0
H -2.72062 -3.54713 -0.63468 0.0 0.0 -0.1
H -1.47924 -3.41065 -1.86111 0.0 0.0 0.0
H -2.31422 -1.49415 1.15311 -0.1 0.1 -0.1
H -1.25614 -2.31883 2.32450 0.1 0.0 0.1
H -2.53818 -3.19123 1.52844 0.0 0.1 0.0
H 0.24264 -4.71142 -0.21569 0.0 0.0 0.0
H -1.30000 -4.90312 0.59845 0.0 0.0 0.0
H 0.10194 -4.35660 1.48679 0.0 0.1 0.1
```
Positions in Å, forces in eV/Å.

Output
Net charge = +1
2S+1 = 4
Kohn-Sham gap (spin up / spin down) = 0.256 / 0.238 Eh

Here are the Mulliken charges for atoms 1 to 5, given in e: atom 1 (Re): 0.594, atom 2 (O): -0.580, atom 3 (C): -0.004, atom 4 (N): -0.056, atom 5 (C): -0.015

=====

The following is a quantum chemistry calculation of 4 unconnected molecules or ions with the total composition C30H38F9N4O8S in a non-equilibrium geometry, from the Open Molecules 2025 dataset.

```
90
Properties=species:S:1:pos:R:3:forces:R:3
O -2.09037 -2.17055 5.78572 0.4 -0.7 1.2
C -2.48037 -1.46545 4.92028 -0.1 0.3 -0.6
O -3.78878 -1.25061 4.67050 -0.1 0.9 -0.1
C -1.54237 -0.75939 3.98374 0.5 0.2 -0.3
C -1.05064 -1.68774 2.85180 -0.5 0.0 -0.2
C -1.16907 -1.09647 1.43298 0.2 -0.4 0.9
N 0.15465 -0.66315 0.88534 0.0 0.6 0.4
C 0.83399 0.22417 1.90129 0.3 0.5 -0.2
C 1.82054 1.15284 1.21786 0.1 -0.6 -0.6
N 1.17203 2.15121 0.38267 -0.1 -0.2 0.6
C 0.88368 3.37216 1.07457 -0.1 0.4 0.1
C 0.68325 4.55184 0.36910 -0.1 -0.3 0.1
C 0.38075 5.70996 1.06385 0.0 0.5 -0.2
N 0.28353 5.83122 2.38751 0.2 -0.7 -0.3
C 0.50801 4.69529 3.04412 -0.1 0.2 0.5
C 0.78702 3.47013 2.46356 0.1 -0.2 -0.4
C -0.03977 1.59891 -0.28297 0.4 0.3 0.4
C -0.23986 2.29810 -1.60544 -0.4 0.3 -0.7
C -1.49457 2.69342 -2.06315 0.7 -0.1 0.0
C -1.57182 3.36160 -3.28098 -0.3 0.0 0.1
N -0.53771 3.66837 -4.05692 0.2 -0.2 0.1
C 0.66351 3.27666 -3.62509 -0.5 -0.1 0.5
C 0.84388 2.60830 -2.42110 0.2 -0.3 0.1
C 0.07952 0.06362 -0.45481 -0.4 0.5 -0.6
S -1.18947 -0.60303 -1.54208 0.2 -0.4 -0.2
H -4.23090 -1.16404 5.52679 -0.3 -0.6 0.0
H -1.99748 0.14772 3.59420 -0.2 0.0 -0.1
H -0.69583 -0.45119 4.59074 0.1 0.0 0.1
H -0.04495 -2.05075 3.04112 0.1 0.0 0.1
H -1.67230 -2.57811 2.86157 0.0 -0.2 -0.1
H -1.78972 -0.20818 1.47652 -0.2 0.1 -0.3
H -1.60675 -1.85413 0.80270 0.1 0.2 -0.5
H 0.76742 -1.46754 0.75959 -0.1 -0.2 -0.2
H 0.04866 0.81658 2.35563 -0.1 -0.1 0.3
H 1.35931 -0.38545 2.62502 -0.2 -0.2 0.2
H 2.47252 0.54681 0.58415 0.2 0.0 0.0
H 2.47707 1.59290 1.95576 0.0 0.3 0.1
H 0.75890 4.57632 -0.70416 0.0 0.1 -0.1
H 0.21809 6.60801 0.49199 0.0 0.2 0.0
H 0.46813 4.74996 4.12418 -0.1 0.1 0.1
H 0.93434 2.61751 3.10420 0.1 0.0 0.2
H -0.89699 1.80815 0.37169 -0.3 -0.1 -0.2
H -2.38505 2.50886 -1.48220 -0.2 0.1 0.0
H -2.54687 3.68056 -3.62446 0.0 0.1 -0.1
H 1.52650 3.51804 -4.22576 0.0 0.1 -0.2
H 1.84358 2.33941 -2.11099 0.1 0.0 0.0
H 1.01476 -0.14001 -0.96757 0.1 -0.1 0.0
H -2.22971 0.11344 -1.09582 0.0 0.1 0.1
C -3.94982 9.38152 -4.40805 0.3 0.0 0.2
C -4.47419 8.01845 -4.01429 -0.3 0.2 -0.3
O -3.49865 7.26711 -3.25629 0.1 -0.1 0.0
C -3.34735 7.61827 -1.99116 -0.2 0.1 -0.2
O -3.93353 8.47142 -1.39797 0.0 0.0 0.1
C -2.28884 6.71484 -1.33546 0.2 -0.1 0.1
F -1.17855 6.63268 -2.08089 0.0 0.0 0.0
F -2.76867 5.46679 -1.18304 -0.1 0.0 0.0
F -1.94800 7.16635 -0.13462 -0.2 0.1 -0.1
H -3.01416 9.28368 -4.95927 -0.1 0.0 -0.1
H -4.67741 9.89409 -5.03537 0.0 0.0 0.0
H -3.75539 9.99996 -3.53343 -0.1 0.0 0.0
H -4.66926 7.41754 -4.89913 0.1 -0.1 0.1
H -5.40153 8.08696 -3.44679 0.1 0.0 0.2
C 4.68978 -6.02000 2.98037 0.1 0.4 0.0
C 3.49461 -5.87839 2.06506 0.1 -0.6 0.2
O 3.22256 -4.48802 1.74867 -0.1 0.2 0.0
C 4.01549 -3.91925 0.86211 -0.1 -0.4 0.1
O 4.92824 -4.40011 0.26775 0.1 0.1 -0.1
C 3.55521 -2.46648 0.64915 0.2 0.3 0.0
F 3.35566 -1.82257 1.81283 -0.1 0.0 0.0
F 2.36024 -2.44011 -0.00690 -0.1 0.0 -0.1
F 4.41636 -1.76911 -0.06352 0.0 -0.1 0.0
H 4.54761 -5.43035 3.88663 -0.1 -0.1 0.1
H 4.82477 -7.06448 3.25527 -0.1 0.0 0.0
H 5.60291 -5.67091 2.50058 0.0 -0.1 -0.1
H 2.59538 -6.23942 2.55721 -0.1 0.2 0.0
H 3.61693 -6.44588 1.14362 0.1 0.2 -0.1
C 0.32660 -6.69142 -3.26979 0.2 0.0 0.2
C -0.27285 -8.04203 -2.94365 -0.3 0.2 -0.4
O 0.58270 -8.81015 -2.07269 0.1 -0.1 0.0
C 0.58837 -8.46763 -0.79830 -0.2 0.1 -0.2
O -0.04325 -7.59256 -0.28095 0.1 0.1 0.1
C 1.53319 -9.40232 -0.02179 0.2 -0.2 0.1
F 2.72213 -9.49432 -0.62684 0.0 0.1 0.0
F 1.01174 -10.62839 0.06141 -0.1 0.0 0.0
F 1.73041 -8.94758 1.21509 0.0 0.1 0.0
H 1.32136 -6.81127 -3.69988 0.0 0.0 -0.1
H -0.30557 -6.16487 -3.98357 0.0 0.0 0.0
H 0.42406 -6.07616 -2.37607 -0.1 0.0 0.0
H -0.36935 -8.63969 -3.84631 0.1 -0.1 0.1
H -1.26228 -7.95244 -2.49696 0.1 0.0 0.2
```
Positions in Å, forces in eV/Å.

Output
Net charge = +1
Kohn-Sham gap = 0.354 Eh

Here are the Mulliken charges for atoms 1 to 5, given in e: atom 1 (O): -0.491, atom 2 (C): -0.052, atom 3 (O): -0.443, atom 4 (C): -0.479, atom 5 (C): -0.665